Here is a molecular structure, C5H12N2O2 at a distorted geometry from OMol25. Energies are from ωB97M-V/def2-TZVPD.

Output
Lowest unoccupied orbital energy = 0.5 eV
HOMO energy = -6.8 eV
Spin multiplicity = 1
Gap between HOMO and LUMO = 7.377 eV

Each line ends with the Mulliken charge.
Atoms and positions in Å:
C (-0.89, -0.78, 0.94)  -0.26
C (-2.20, -0.32, -0.57)  -0.82
C (1.05, 0.75, 1.39)  -1.20
C (2.35, -0.20, -0.94)  -1.40
N (0.38, -0.24, 0.55)  0.32
C (0.99, -0.77, -0.56)  0.78
N (-1.65, 0.67, -1.41)  -0.48
O (-1.47, -0.20, 2.04)  -0.53
O (0.46, -1.63, -1.24)  -0.62
H (-1.57, 0.76, 1.91)  0.33
H (-1.34, -1.55, 0.23)  0.46
H (-1.32, 1.50, -0.93)  0.21
H (-0.97, 0.32, -2.07)  0.27
H (-3.03, 0.10, 0.01)  0.38
H (-2.52, -1.19, -1.13)  0.38
H (0.60, 0.74, 2.38)  0.45
H (0.98, 1.76, 0.97)  0.35
H (2.10, 0.50, 1.53)  0.36
H (2.36, 0.89, -0.95)  0.32
H (3.11, -0.54, -0.24)  0.35
H (2.60, -0.57, -1.93)  0.35